A structure of composition CH14N10O at a distorted geometry. Source: OMol25; level of theory: wB97M-V/def2-TZVPD.

Geometry as XYZ:
```
26
Properties=species:S:1:pos:R:3:forces:R:3:lowdin_charge:R:1
C -1.46719 0.33400 -0.09304 1.1 0.2 -0.9 -0.4226
N 0.21842 -2.10865 1.69248 1.2 0.1 0.0 0.0710
N 1.40507 0.06085 -2.46838 -1.5 -0.2 0.4 0.0599
N 2.82192 1.15582 1.41265 0.2 1.5 0.9 0.0203
N -2.53581 -0.42903 -0.22849 -1.8 -1.2 -0.4 0.0237
N -0.44374 -1.96164 0.58381 0.4 0.1 1.9 0.0944
N 0.98608 0.99828 -1.67145 -0.1 2.4 0.4 -0.0119
N 2.08178 0.17460 0.88582 -0.7 -0.4 0.7 -0.0207
N -0.32775 -0.27627 -0.10046 3.8 0.1 0.9 0.0289
N -3.73446 0.23773 -0.28764 -1.7 0.4 5.0 0.0605
N 0.79802 0.63090 -0.01438 0.4 0.7 -1.7 0.0000
O -1.44880 1.66976 -0.10512 -2.2 -2.2 0.5 0.1665
H 1.26717 -2.31451 1.74418 -2.0 0.5 -0.3 0.1717
H -0.16476 -1.59342 2.47478 -0.1 -0.5 0.3 0.1364
H 2.33228 -0.20708 -2.34086 1.7 -1.2 -0.7 0.0928
H 0.66049 -0.47071 -2.89666 0.6 -0.4 -0.1 0.1279
H 3.69843 1.61001 1.16968 -0.2 -0.8 -1.9 0.1291
H 2.67591 1.55518 2.34373 -1.2 -1.3 -0.2 0.1274
H -2.58974 -1.48118 -0.17870 1.0 1.7 -0.1 0.1973
H 0.10530 -2.38698 -0.12551 0.4 -0.6 -1.3 0.1105
H 1.68761 1.76272 -1.67701 -0.5 -0.4 0.7 0.1492
H 2.55403 -0.39496 0.19173 0.5 0.2 0.1 0.1184
H -2.42542 1.76829 0.00254 -0.4 1.4 -0.2 0.1444
H -4.26419 0.20828 -1.09355 -0.6 -0.4 -2.7 0.0871
H -4.40080 -0.12929 0.49223 1.6 1.1 -1.6 0.1793
H 0.51013 1.58731 0.28764 0.2 -0.8 0.3 0.1585
```
Positions in Å, forces in eV/Å.

- F_max (eV/A) = 5.2
- 2S+1 = 1
- gap between HOMO and LUMO (hartree) = 0.32494
- E (Eh) = -668.38051
- total charge = +2
- energy relative to the best compared isomer or geometry (same formula, charge and spin) (eV) = 2.478
- lowest unoccupied orbital energy (eV) = -7.40